[1]
C6H12O | ωB97M-V with the def2-TZVPD basis set

Results
highest occupied orbital energy = -8.88 eV
net charge = 0
ΔE to the lowest compared entry with this formula, charge and spin = 3.933 eV
LUMO = 0.005 hartree

The geometry in XYZ format:
```
19
Properties=species:S:1:pos:R:3:forces:R:3
C -2.197988 1.042749 -0.189503 0.0 0.0 0.0
C -0.698904 -1.243325 1.000404 0.3 0.0 -0.2
C -0.474848 -1.678285 -0.387727 -0.2 0.0 0.1
O 0.493452 -0.882825 -1.049067 0.1 0.0 -0.1
C 1.358310 -0.373538 -0.039532 0.1 0.1 0.1
C 1.914815 0.962728 -0.489115 0.0 0.0 0.0
C 0.475178 -0.344331 1.225984 0.0 -0.1 0.0
H -3.145529 1.081900 -0.730060 0.1 0.0 0.0
H -1.376319 0.859315 -0.887707 -0.2 0.1 0.1
H -2.035357 1.986223 0.338275 0.0 -0.1 -0.1
H -2.246479 0.227307 0.543725 -0.1 0.2 -0.1
H -0.101420 -2.711936 -0.190531 0.0 0.0 0.0
H -1.360463 -1.773693 -1.021501 0.1 0.0 0.1
H 2.181636 -1.090291 0.116312 -0.1 0.1 0.0
H 2.454636 0.859617 -1.435066 -0.1 0.0 0.1
H 2.606699 1.360291 0.260889 -0.1 -0.1 -0.1
H 1.104067 1.685213 -0.635081 0.1 -0.1 0.0
H 0.061339 0.658321 1.416673 0.0 -0.1 0.0
H 0.987169 -0.625440 2.152634 0.0 0.1 -0.1
```
Forces are in eV/Å.

=====

[2]
C6H14N2O2 | ωB97M-V with the def2-TZVPD basis set

Results
structure (SMILES) = C=C[C@@H](C)N.CNC(=O)O
highest occupied orbital energy = -9.46 eV
net charge = 0
ΔE to the lowest compared entry with this formula, charge and spin = 1.042 eV
LUMO = 0.029 hartree

The geometry in XYZ format:
```
24
Properties=species:S:1:pos:R:3:forces:R:3
C -1.739991 0.268641 -1.199742 0.0 0.2 0.0
C -1.559750 1.524452 -0.339030 -0.2 -0.2 -0.2
N -0.805974 0.327906 -2.308127 0.0 -0.1 -0.1
C -1.651460 -0.960931 -0.326498 -0.2 0.3 -0.2
C -0.781631 -1.945943 -0.468714 0.0 -0.3 -0.1
H -2.749955 0.290803 -1.634889 0.1 0.0 0.1
H -0.918465 -0.477887 -2.913080 0.1 0.0 0.0
H 0.148065 0.333882 -1.961853 0.0 0.0 -0.1
H -2.377497 -0.987598 0.476966 -0.1 -0.1 0.2
H -0.570022 1.530845 0.112549 0.1 0.0 0.1
H -2.307411 1.561358 0.448757 0.0 0.0 0.1
H -1.657640 2.406497 -0.964945 0.0 0.1 0.0
H -0.050910 -1.962999 -1.265086 0.1 0.1 -0.1
H -0.777082 -2.799245 0.190403 -0.1 -0.1 0.2
C 1.328961 -0.144047 2.578620 0.1 0.0 0.1
N 1.365506 -0.208825 1.140194 -0.3 -0.3 -0.2
C 2.312551 0.408765 0.418302 0.0 0.0 -0.1
O 2.119523 0.201380 -0.915294 -0.2 -0.1 -0.3
O 3.223414 1.070599 0.846807 0.4 0.3 0.1
H 2.814634 0.665065 -1.402655 0.0 0.0 0.3
H 0.651382 -0.739388 0.653101 0.2 0.2 0.1
H 1.452431 -1.138046 3.013714 0.0 0.1 0.0
H 2.149187 0.494601 2.903032 -0.1 -0.1 0.1
H 0.382134 0.280117 2.917468 0.0 0.0 0.1
```
Forces are in eV/Å.

=====

[3]
C3H9NO3 | ωB97M-V with the def2-TZVPD basis set

Results
highest occupied orbital energy = -9.11 eV
net charge = 0
ΔE to the lowest compared entry with this formula, charge and spin = 10.191 eV
LUMO = -0.193 hartree

The geometry in XYZ format:
```
16
Properties=species:S:1:pos:R:3:forces:R:3
O -0.878675 -0.345548 1.659779 2.7 2.9 0.3
C 0.292536 0.205875 1.534638 -2.5 -1.9 -0.1
N 0.623460 1.531692 1.657685 -2.2 -0.8 0.3
C -1.869412 0.513746 -0.840025 3.9 -0.1 0.0
O -0.473711 1.103929 -1.216601 -0.3 -2.3 1.1
C 1.327363 -0.709096 0.963638 0.3 1.9 1.2
H 1.583747 1.671500 1.972534 0.3 -0.4 -0.5
H -2.065650 0.992314 0.105512 -0.7 0.7 0.2
H -2.325895 0.798037 -1.742835 -1.6 0.4 -0.5
H -1.871752 -0.565088 -0.652195 0.4 0.3 -0.5
H 1.929852 -1.198063 1.674094 0.5 -0.8 1.2
H 1.950965 -0.036853 0.460301 1.4 0.4 -1.4
H 0.836272 -1.353047 0.332669 -0.8 -1.6 -1.4
H 0.224519 0.352099 -1.300995 -1.4 0.4 -0.2
H 0.502691 -1.717636 -2.713839 -0.3 0.8 0.8
O 0.213691 -1.243862 -1.894361 0.2 -0.1 -0.5
```
Forces are in eV/Å.

=====

The frontier orbital gap results, record by record, are as follows: 0.332, 0.376, 0.142 hartree.